A.
Computed, not measured: a cluster of 2 separate species, C5H14NO2 in total, with ωB97M-V/def2-TZVPD.

Geometry as XYZ:
```
22
C5H14NO2 ωB97M-V/def2-TZVPD
O -2.51868 0.82669 -0.12298
C -1.57108 0.12385 -0.31117
C -0.46663 0.44290 -1.28271
C 0.84464 -0.05164 -0.62028
C 2.11004 0.07155 -1.56921
C 1.14269 0.79503 0.57468
N -0.50509 1.85418 -1.84177
H -1.51019 -0.89089 0.16974
H -0.66049 -0.33623 -2.04123
H 0.75080 -1.15663 -0.47206
H 2.48131 1.02649 -1.84744
H 2.15773 -0.44787 -2.51140
H 2.94670 -0.24591 -0.93634
H 1.69644 0.24224 1.27989
H 0.22665 1.00951 1.25059
H 1.55661 1.71421 0.27132
H 0.18922 1.98087 -2.73997
H -1.47908 2.05475 -2.31085
H -0.36354 2.46457 -1.08815
H 0.27987 -3.00766 5.14645
H 0.84296 -4.22585 4.24887
O 0.27652 -3.50806 4.33862
```

Calculated values
Charge = +1
Lowest unoccupied orbital energy = -3.98 eV
HOMO-LUMO gap = 9.6 eV
HOMO level = -13.6 eV

---

B.
Computed, not measured: a cluster of 2 separate species, C5H14NO2 in total, with ωB97M-V/def2-TZVPD.

Geometry as XYZ:
```
22
C5H14NO2 ωB97M-V/def2-TZVPD
C -0.97592 -0.82670 -1.37924
O 0.18980 -1.59878 -1.21249
C -1.62898 -0.40237 -0.06257
C -1.00510 -0.89602 1.32541
C 0.51379 -0.85025 1.36119
C 2.29128 0.86794 0.92092
N 1.07380 0.39208 0.85287
H -0.71961 0.11487 -1.98775
H -1.56192 -1.47765 -2.10576
H -0.11584 -2.51019 -1.36585
H -2.67622 -0.65585 -0.33568
H -1.58026 0.71678 -0.05040
H -1.47428 -0.23313 2.12165
H -1.18116 -2.00701 1.24175
H 0.74932 -0.88151 2.51036
H 1.05835 -1.59752 0.82404
H 2.55515 1.83827 0.29315
H 3.04429 0.34189 1.55927
H 0.41369 0.82511 0.19849
H -0.45311 3.59792 -0.85308
H -0.92348 2.51775 -1.70576
O -0.16753 2.76255 -1.20112
```

Calculated values
Charge = +1
Lowest unoccupied orbital energy = -4.76 eV
HOMO-LUMO gap = 9.2 eV
HOMO level = -14.0 eV

---

Most stable one: A, least stable one: B.

---

A.
Computed, not measured: a cluster of 2 separate species, C5H14NO2 in total, with ωB97M-V/def2-TZVPD.

Geometry as XYZ:
```
22
C5H14NO2 ωB97M-V/def2-TZVPD
C -1.92815 -0.55340 0.46512
O -0.68397 -1.06081 -0.02087
C -1.72169 0.97246 0.42019
C -0.36115 1.50560 0.86745
C 0.61037 1.38404 -0.26046
C 0.73046 2.13088 -1.34832
N 1.63138 0.28203 -0.12261
H -2.73965 -0.82808 -0.22065
H -2.12759 -0.92783 1.46460
H -0.51713 -2.00156 0.06146
H -2.53818 1.38068 1.03741
H -1.91063 1.35629 -0.57802
H -0.54533 2.53195 1.20182
H -0.12297 1.03500 1.82638
H 0.06119 2.91340 -1.66802
H 1.55605 1.89435 -2.01494
H 1.62840 0.04528 0.86020
H 2.54019 0.64556 -0.38985
H 1.40782 -0.50855 -0.73050
H 1.44720 -3.80221 0.39448
H 1.59432 -4.56592 -0.85779
O 1.98907 -3.82918 -0.38708
```

Calculated values
Charge = +1
Lowest unoccupied orbital energy = -3.17 eV
HOMO-LUMO gap = 11.2 eV
HOMO level = -14.4 eV

---

B.
Computed, not measured: a cluster of 2 separate species, C5H14NO2 in total, with ωB97M-V/def2-TZVPD.

Geometry as XYZ:
```
22
C5H14NO2 ωB97M-V/def2-TZVPD
C 0.71976 1.44711 0.98255
O -0.38564 0.91781 1.50915
C 1.93824 0.41298 0.78982
C 1.80518 -0.48791 -0.39137
C 0.44093 -0.72977 -1.03915
C -0.49125 -1.22676 -0.25125
N -1.79305 -1.59147 -0.78261
H 0.61893 1.88787 -0.02610
H 1.24348 2.26589 1.63198
H -0.21184 0.70031 2.55910
H 2.94875 1.05860 0.73513
H 2.01625 -0.10450 1.81673
H 2.29376 0.06030 -1.20569
H 2.30175 -1.49838 -0.31264
H 0.41678 -0.45564 -2.06898
H -0.35595 -1.61201 0.82353
H -2.20802 -2.16824 -0.01265
H -1.67692 -2.18136 -1.58948
H -2.31230 -0.77280 -1.07179
H -1.81623 1.62257 -0.27709
H -3.21360 1.25523 -0.79351
O -2.27898 1.20017 -1.02571
```

Calculated values
Charge = +1
Lowest unoccupied orbital energy = -3.29 eV
HOMO-LUMO gap = 9.9 eV
HOMO level = -13.2 eV

---

Most stable one: A, least stable one: B.

---

A.
Computed, not measured: a cluster of 2 separate species, C5H14NO2 in total, with ωB97M-V/def2-TZVPD.

Geometry as XYZ:
```
22
C5H14NO2 ωB97M-V/def2-TZVPD
C 0.40044 0.90182 -1.99936
O 1.49225 0.10986 -1.54539
C -0.38605 1.38470 -0.76703
C -1.41045 0.31694 -0.34031
C -0.94545 -1.02120 0.20132
C -0.84171 -0.93614 2.56379
N -0.23431 -0.85839 1.46369
H 0.79221 1.73693 -2.56805
H -0.22344 0.28701 -2.63058
H 2.33303 0.25234 -1.97533
H -0.92059 2.25747 -1.08400
H 0.29996 1.56881 0.03124
H -2.12408 0.79577 0.32525
H -2.08411 0.16698 -1.16557
H -1.82167 -1.55322 0.40611
H -0.45247 -1.53906 -0.59283
H -0.42556 -0.53701 3.45449
H -1.86347 -1.28532 2.68623
H 0.72851 -0.43307 1.44482
H 2.70063 -1.19698 0.26636
H 2.67875 0.23388 0.86078
O 2.30756 -0.65212 0.96435
```

Calculated values
Charge = +1
Lowest unoccupied orbital energy = -4.37 eV
HOMO-LUMO gap = 9.6 eV
HOMO level = -13.9 eV

---

B.
Computed, not measured: a cluster of 2 separate species, C5H14NO2 in total, with ωB97M-V/def2-TZVPD.

Geometry as XYZ:
```
22
C5H14NO2 ωB97M-V/def2-TZVPD
C 1.77677 -0.58082 1.57299
O 1.44838 0.77409 1.11383
C 0.68075 -1.44273 0.97499
C -0.78141 -0.88729 1.09967
C -1.28042 -0.21056 -0.20500
C -1.19467 2.07102 -1.09276
N -0.88202 1.22533 -0.14693
H 2.86207 -0.91620 1.34705
H 1.89925 -0.65536 2.62858
H 1.29723 1.38508 1.92045
H 0.82277 -2.50105 1.24693
H 0.93066 -1.62282 -0.12966
H -1.30342 -1.76775 1.36848
H -0.64017 -0.19673 2.11115
H -0.71691 -0.68882 -1.08387
H -2.42726 -0.32949 -0.29237
H -0.63783 3.00297 -1.26371
H -1.90386 1.85976 -1.92181
H -0.12443 1.37989 0.61672
H 0.79918 0.01721 -3.51545
H -0.64374 -0.30173 -3.31960
O 0.01907 0.38600 -3.02970
```

Calculated values
Charge = +1
Lowest unoccupied orbital energy = -4.41 eV
HOMO-LUMO gap = 10.0 eV
HOMO level = -14.4 eV

---

C.
Computed, not measured: a cluster of 2 separate species, C5H14NO2 in total, with ωB97M-V/def2-TZVPD.

Geometry as XYZ:
```
22
C5H14NO2 ωB97M-V/def2-TZVPD
O -0.94128 -0.97076 2.64276
C -0.13418 -1.50911 1.59889
C 0.17097 -0.46667 0.52342
N -1.15876 0.21257 0.26613
C -1.19039 0.75000 -1.13409
C -0.14595 -0.05244 -1.88554
C 0.64429 -0.90919 -0.86689
H -0.53074 -0.17907 3.00758
H 0.76061 -1.94005 2.03307
H -0.69334 -2.35429 1.20978
H 0.84815 0.22855 0.98590
H -1.95818 -0.39625 0.44966
H -1.31850 0.97737 0.91921
H -0.96785 1.79780 -1.15906
H -2.19777 0.59821 -1.51691
H 0.61954 0.57421 -2.34474
H -0.49435 -0.60928 -2.74834
H 0.45124 -1.98439 -0.92983
H 1.71198 -0.74078 -0.91191
H 2.26880 2.06459 -0.76595
H 2.37696 2.81630 0.51167
O 1.87877 2.09268 0.11519
```

Calculated values
Charge = +1
Lowest unoccupied orbital energy = -3.10 eV
HOMO-LUMO gap = 11.7 eV
HOMO level = -14.8 eV

---

Most stable one: C, least stable one: B.

---

A.
Computed, not measured: a structure of composition C3H2O3Rh, with ωB97M-V/def2-TZVPD.

Geometry as XYZ:
```
9
C3H2O3Rh ωB97M-V/def2-TZVPD
C 1.39102 1.28635 0.26831
C 0.43439 1.16198 -0.52947
O -0.34146 0.26675 -0.98442
C -0.39190 -1.29685 -0.19711
O 0.52497 -1.50752 0.61281
O -1.59021 -1.38083 -0.12948
H 1.81399 2.03428 0.92458
Rh -3.06926 -0.14143 -0.74374
H 1.22845 -0.42273 0.77851
```

Calculated values
Charge = +2
Lowest unoccupied orbital energy (spin up / spin down) = -11.73 / -14.08 eV
HOMO-LUMO gap (spin up / spin down) = 4.8 / 6.5 eV
HOMO level (spin up / spin down) = -16.5 / -20.5 eV
Spin multiplicity = 6

---

B.
Computed, not measured: a structure of composition C3H2O3Rh, with ωB97M-V/def2-TZVPD.

Geometry as XYZ:
```
9
C3H2O3Rh ωB97M-V/def2-TZVPD
O -0.34507 3.75615 -0.52192
C -0.75461 2.93341 0.16428
O -1.23491 2.21058 0.96172
O -0.13123 -0.60698 0.68388
C 0.68951 -1.53593 0.36408
C 0.98111 -2.17268 -0.77251
H 1.49896 -3.13207 -0.75487
H 0.55867 -1.83126 -1.72824
Rh -1.26244 0.37878 1.60357
```

Calculated values
Charge = +2
Lowest unoccupied orbital energy (spin up / spin down) = -9.91 / -13.10 eV
HOMO-LUMO gap (spin up / spin down) = 9.0 / 8.4 eV
HOMO level (spin up / spin down) = -18.9 / -21.5 eV
Spin multiplicity = 6

---

Most stable one: B, least stable one: A.